Entry 1:
The molecule C19H18F4N2O4S at a distorted geometry, computed with wB97M-V/def2-TZVPD.

Geometry as ORCA input:
```
! wB97M-V def2-TZVPD RIJCOSX def2/J DEFGRID3
* xyz 0 1
O -1.30675 -1.63760 -0.30005
C -2.08035 -0.85971 0.21290
N -1.69677 0.32361 0.78829
C -0.39750 0.78708 0.98027
C 0.71447 -0.04730 0.99644
C 1.96239 0.49058 1.23141
C 2.14358 1.83660 1.47477
C 1.04266 2.67839 1.46822
C -0.21424 2.16145 1.20487
O -1.33781 2.99781 1.20298
C -1.73722 3.46135 -0.05665
C -0.75031 4.45945 -0.67783
F -1.33610 5.12166 -1.68748
F -0.31958 5.37175 0.19387
F 0.33259 3.86163 -1.19256
H -1.87058 2.65010 -0.78708
H -2.68401 3.98833 0.09421
H 1.14887 3.73436 1.66236
H 3.13750 2.20515 1.66696
S 3.37386 -0.61731 1.17806
O 3.04468 -1.79326 1.93386
O 4.54706 0.12438 1.54065
N 3.40195 -0.93826 -0.46151
C 4.66620 -0.76135 -1.15612
H 4.48506 -0.18390 -2.06931
H 5.35080 -0.21438 -0.51102
C 5.12272 -2.17990 -1.49020
H 5.55904 -2.64208 -0.60405
H 5.84535 -2.20887 -2.30281
C 3.79777 -2.85450 -1.84376
H 3.53002 -2.62633 -2.87607
H 3.82800 -3.93486 -1.72189
C 2.79655 -2.19873 -0.88173
H 1.83330 -2.00034 -1.35904
H 2.62948 -2.81364 0.00543
H 0.60736 -1.10607 0.83661
H -2.41653 0.97130 1.08124
C -3.55422 -1.08888 0.23022
C -4.09323 -1.87236 -0.78858
C -5.44713 -2.13906 -0.83342
C -6.25521 -1.62521 0.16635
C -5.74351 -0.86651 1.20534
C -4.38767 -0.59792 1.23291
H -3.98600 -0.03394 2.06209
H -6.40347 -0.50248 1.97668
F -7.57556 -1.87639 0.13489
H -5.87940 -2.73762 -1.61914
H -3.42813 -2.26623 -1.54158
*
```

## Properties
E_HOMO, eV: -9.04
Largest force on an atom, eV/Å: 1.1
Orbital gap, eV: 9.25
Molecular weight, Da: 446.422


Entry 2:
C19H18F5MoNO4SSbSe2Te2 as an isolated structure, computed with wB97M-V/def2-TZVPD.

Geometry as ORCA input:
```
! wB97M-V def2-TZVPD RIJCOSX def2/J DEFGRID3
* xyz -1 1
Mo 0.18958 -1.71367 0.04793
O -6.24114 1.55612 -0.65959
C -5.86424 0.93509 0.34851
O -6.39611 0.75144 1.45516
C -4.45813 0.29077 0.20648
C -3.77941 0.30861 -1.00255
C -2.51452 -0.24514 -1.10112
N -1.90036 -0.79603 -0.04967
C -2.56749 -0.84067 1.11367
C -3.83057 -0.31887 1.28776
C -1.80181 -1.49983 2.21051
O -2.15831 -1.59857 3.35198
O -0.62737 -1.96508 1.76910
H -4.25761 0.77653 -1.85270
H -1.95688 -0.22996 -2.02673
H -4.33488 -0.36908 2.24301
F 1.58221 -2.23754 -7.02934
C 1.39670 -1.76186 -5.79613
C 2.13615 -2.25892 -4.74003
F 3.05069 -3.20588 -4.96104
C 1.94580 -1.75446 -3.46477
F 2.73198 -2.21534 -2.49631
C 1.00910 -0.76354 -3.20016
S 0.71563 -0.06036 -1.60356
C 0.29236 -0.27213 -4.28832
F -0.62463 0.68505 -4.11115
C 0.47284 -0.75694 -5.56978
F -0.24198 -0.27032 -6.58826
Se 2.32720 -2.73036 0.71801
Te 1.97334 -5.24948 0.64337
Te 0.89384 -5.34543 -1.78193
Se -0.69553 -3.37345 -1.42430
C -1.06311 2.47766 1.30785
C 0.45457 2.44847 1.15063
Sb 1.24638 0.48700 1.45950
C 3.34699 0.80107 1.20317
C 3.81837 2.24071 1.37588
C 1.05830 0.25528 3.57505
C 1.52426 1.44503 4.40449
H -1.45394 3.48760 1.17349
H -1.37692 2.13746 2.29781
H -1.55419 1.83938 0.57193
H 0.94379 3.12353 1.85554
H 0.75433 2.75343 0.14652
H 3.57657 0.42991 0.20294
H 3.84017 0.12792 1.90728
H 3.34476 2.90460 0.65090
H 4.89836 2.31791 1.23132
H 3.59192 2.62994 2.36998
H 1.63173 -0.64531 3.80520
H 0.01663 0.00411 3.77951
H 2.59931 1.60842 4.30639
H 1.31439 1.28647 5.46445
H 1.02093 2.36872 4.11211
*
```

## Properties
E_HOMO (spin up / spin down), eV: -5.43 / -5.43
Largest force on an atom, eV/Å: 0.5
Orbital gap (spin up / spin down), eV: 6.23 / 6.23
Molecular weight, Da: 1082.233


Entry 3:
The molecule C19H18N2O at a distorted geometry, computed with wB97M-V/def2-TZVPD.

Geometry as ORCA input:
```
! wB97M-V def2-TZVPD RIJCOSX def2/J DEFGRID3
* xyz 0 1
O -2.64480 1.10366 3.30271
C -1.90831 1.85522 2.62024
C -0.84670 5.08673 4.11613
C -0.34484 5.67564 2.90650
C -1.51349 3.96785 3.99447
C -0.13084 4.84151 1.77593
C 0.30868 2.40887 -0.36875
C 0.31962 1.09218 -1.01320
C -0.99044 0.18889 0.86040
C -1.41040 3.17487 2.85605
C -1.18526 1.51962 1.37837
C -0.66278 3.61545 1.76585
C -0.51133 2.56132 0.80400
C -0.31833 -0.01552 -0.36704
N -0.22125 -1.30804 -0.88024
N 0.81611 -4.29523 -1.83594
C 1.33989 -5.60255 -1.66436
C 0.78436 -2.13987 -0.43261
C -0.38400 -1.48128 -2.32875
C 0.35613 -3.79018 -3.10339
C 1.39903 -2.96659 -1.51326
C 0.80733 -2.36954 -2.79977
H -0.67058 5.67068 4.98585
H 0.18242 6.60347 2.88318
H -1.86423 3.51267 4.85377
H 0.33022 5.24319 0.86428
H 0.86644 3.27445 -0.78394
H 0.96101 0.94078 -1.82166
H -1.56136 -0.66586 1.29977
H 1.80083 -6.03552 -2.51185
H 0.49462 -6.27601 -1.42856
H 1.99762 -5.68542 -0.85937
H 0.23643 -2.89381 0.17762
H 1.54468 -1.59922 0.13260
H -1.34420 -1.92132 -2.57148
H -0.34916 -0.59104 -2.87961
H -0.69300 -3.96157 -3.44603
H 1.02648 -4.03239 -3.93824
H 2.50252 -2.95509 -1.55032
H 1.48087 -1.75100 -3.47937
*
```

## Properties
E_HOMO, eV: -7.91
Largest force on an atom, eV/Å: 6.0
Orbital gap, eV: 7.04
Molecular weight, Da: 290.366


Entry 4:
The molecule C19H18N2O3S at a distorted geometry, computed with wB97M-V/def2-TZVPD.

Geometry as ORCA input:
```
! wB97M-V def2-TZVPD RIJCOSX def2/J DEFGRID3
* xyz 0 1
O -0.81913 1.09726 -0.75447
O 0.89858 -3.18357 2.68991
O 3.05860 -2.07189 2.20212
C -0.25767 0.14107 -0.17592
C -5.29954 -0.60803 -0.16924
C 3.40459 3.48269 -2.26552
C -4.85449 -0.71564 1.13435
C -4.32579 -0.61740 -1.20060
C 2.27707 3.73468 -1.59921
C 3.91560 2.18217 -2.26568
C -3.51161 -0.90368 1.39431
C -2.97926 -0.79418 -0.93774
C 1.52472 2.71392 -0.87120
C 3.27294 1.17402 -1.59444
C -2.54777 -0.93326 0.42095
C 2.04508 1.35259 -0.91050
N 0.89494 -0.54899 2.20430
N 1.13707 -2.19086 0.25810
C -0.57593 -0.61469 2.13912
C -0.34021 -2.18693 0.18036
C 1.68876 0.32562 1.31725
C 1.84464 -1.17911 -0.57930
C -0.99936 -0.88403 0.64060
C 1.31122 0.20367 -0.17985
S 1.62475 -2.10504 1.92870
H -6.43594 -0.45092 -0.46193
H 3.74369 4.33667 -2.83295
H -5.54339 -0.66661 1.96698
H -4.72901 -0.56258 -2.22173
H 1.82119 4.72054 -1.44326
H 4.81648 1.80016 -2.79957
H -3.35429 -1.02251 2.42365
H -2.39091 -0.72006 -1.82220
H 0.70388 3.07106 -0.23470
H 3.70877 0.17829 -1.61909
H -0.92606 -1.42313 2.77333
H -1.01526 0.41347 2.33884
H -0.68802 -2.41151 -0.80729
H -0.74638 -2.99151 0.82738
H 1.50216 1.31005 1.46844
H 2.75785 0.20750 1.47777
H 1.47825 -1.32667 -1.59154
H 2.90920 -1.33263 -0.44853
*
```

## Properties
E_HOMO, eV: -9.13
Largest force on an atom, eV/Å: 5.4
Orbital gap, eV: 9.67
Molecular weight, Da: 354.431


Entry 5:
The molecule C19H18N2O7 at a distorted geometry, computed with wB97M-V/def2-TZVPD.

Geometry as ORCA input:
```
! wB97M-V def2-TZVPD RIJCOSX def2/J DEFGRID3
* xyz 0 1
C -2.00564 -3.14735 -2.10224
C -0.87556 -2.32103 -1.68158
H -0.88603 -1.43649 -2.35103
H 0.08996 -2.82354 -1.89300
O -0.89475 -1.70938 -0.26347
C 0.21559 -1.10948 0.08724
O 1.29293 -0.80068 -0.55526
C -0.17191 -0.72325 1.45548
C 0.76381 -0.09196 2.24557
N 2.05198 0.39278 2.10463
C 2.28839 1.44102 1.15711
O 3.43037 1.95194 1.04791
C 1.17450 2.48953 0.97919
N 0.78858 1.93627 -0.57906
C 1.55523 2.19082 -1.64246
C 3.05975 2.46655 -1.88979
C 3.50203 2.45711 -3.01986
C 2.71956 1.94860 -4.19343
C 1.16090 1.48233 -3.99972
C 0.91041 1.51012 -2.76338
O -0.42426 1.34264 -2.24802
C -0.27290 1.38274 -1.04753
O -1.34085 1.17457 -0.24673
H 0.82400 1.03733 -4.88358
H 2.78009 2.03516 -5.31784
H 4.34708 2.72051 -3.32202
H 3.62781 2.93593 -0.90544
H 1.33222 3.32539 0.79398
H 0.40498 2.13239 1.39958
H 2.91137 -0.12776 2.50227
O 0.26452 -0.17972 3.49856
C -0.89308 -0.67166 3.58778
C -1.20238 -1.24880 2.32099
C -2.37173 -1.79574 1.98539
O -2.64025 -2.96809 2.25684
C -3.45875 -1.13029 1.00078
H -4.21347 -1.47583 0.59566
H -3.71575 -0.56203 1.80517
H -2.79679 -0.36698 0.40771
C -1.50981 -0.97702 4.70038
H -1.93305 -0.08613 5.24438
H -0.67866 -1.31219 5.51499
H -2.23655 -1.62834 4.75427
H -1.85998 -3.33185 -3.09688
H -2.13354 -3.84041 -1.59008
H -2.98037 -2.48773 -1.85347
*
```

## Properties
E_HOMO, eV: -7.77
Largest force on an atom, eV/Å: 17.0
Orbital gap, eV: 7.86
Molecular weight, Da: 386.360


Results for relative energy (zero: lowest compared OMol25 entry of this formula, charge and spin): 0.00; 0.00; 363.12; 374.29; 1414.07 (in kJ/mol, following the order of the records).